No. 1
{"formula": "C4H10NOSe", "method": "ωB97M-V/def2-TZVPD", "e_above_lowest_kcal_mol": 24.0, "homo_lumo_gap_ev": 9.54, "total_charge": 1, "energy_ev": -73184.100, "elements": ["C", "C", "C", "C", "N", "O", "Se", "H", "H", "H", "H", "H", "H", "H", "H", "H", "H"], "xyz": [[0.09, -1.08, 0.22], [-0.41, 1.22, 2.12], [1.14, 1.02, -0.54], [-0.33, -0.21, -0.96], [-0.79, -0.94, -1.99], [0.93, -2.01, -0.37], [1.05, 0.33, 1.27], [-0.83, -1.60, 0.71], [-1.35, 1.13, 1.59], [-0.56, 1.07, 3.14], [-0.32, 2.40, 2.08], [0.98, 2.10, -0.64], [2.00, 0.67, -1.03], [-1.06, 0.66, -0.73], [1.13, -2.69, 0.24], [-0.18, -1.58, -2.58], [-1.48, -0.50, -2.53]]}

=====

No. 2
{"formula": "C2H9N3O", "method": "ωB97M-V/def2-TZVPD", "e_above_lowest_kcal_mol": 114.6, "homo_lumo_gap_ev": [7.98, 7.98], "total_charge": 0, "energy_ev": -8733.469, "elements": ["C", "C", "N", "N", "N", "O", "H", "H", "H", "H", "H", "H", "H", "H", "H"], "xyz": [[-2.65, 1.32, 0.41], [0.23, -0.40, -0.43], [2.61, -0.23, 0.01], [1.56, -2.35, 0.25], [1.36, -1.05, -0.09], [0.29, 0.82, -1.06], [-2.37, 1.74, -0.61], [-3.00, 0.21, 0.22], [-1.69, 1.19, 0.95], [-0.69, -0.84, -0.39], [2.59, 0.24, 0.93], [3.45, -0.78, -0.20], [-3.52, 1.87, 0.86], [0.69, -2.84, 0.06], [1.14, 1.09, -0.90]]}

=====

No. 3
{"formula": "C22H36BrF5O7P", "method": "ωB97M-V/def2-TZVPD", "homo_lumo_gap_ev": 7.02, "total_charge": -1, "energy_ev": -130632.039, "elements": ["C", "C", "O", "C", "O", "P", "Br", "C", "C", "C", "O", "C", "F", "F", "C", "C", "C", "C", "C", "C", "F", "F", "F", "C", "O", "C", "C", "C", "C", "O", "H", "H", "H", "H", "H", "H", "H", "H", "H", "H", "H", "H", "H", "H", "H", "H", "H", "H", "H", "H", "H", "H", "H", "H", "C", "C", "O", "H", "H", "H", "H", "H", "H", "C", "C", "O", "H", "H", "H", "H", "H", "H"], "xyz": [[5.64, 0.61, -0.39], [4.89, -0.82, -0.71], [3.56, -0.69, -1.34], [2.54, -0.22, -0.39], [1.85, 0.92, -1.04], [0.11, 1.05, -0.86], [-0.11, -0.25, -2.77], [0.61, 2.20, 0.63], [1.78, 3.38, -0.04], [3.36, 3.26, 0.67], [2.28, 4.47, 0.96], [-1.72, 1.48, -0.92], [-2.27, 0.89, -2.20], [-1.89, 2.98, -1.10], [-2.69, 1.00, 0.28], [-2.36, 0.77, 1.86], [-3.46, 0.27, 3.00], [-5.05, 0.02, 2.56], [-5.41, 0.29, 0.98], [-6.98, 0.12, 0.45], [-7.08, 0.05, -1.04], [-7.65, 1.42, 0.83], [-7.73, -0.94, 1.16], [-4.29, 0.73, -0.15], [0.00, -0.44, 0.09], [1.26, -1.24, -0.04], [1.72, -2.17, 1.25], [0.50, -3.26, 1.48], [0.99, -4.81, 1.35], [0.00, -5.50, 0.46], [5.41, 1.02, 0.71], [6.83, 0.53, -0.43], [5.36, 1.48, -1.14], [5.66, -1.45, -1.36], [4.77, -1.45, 0.29], [3.06, 0.21, 0.58], [0.26, 2.11, -1.84], [1.17, 1.63, 1.48], [-0.31, 2.85, 1.00], [1.70, 3.64, -1.26], [3.52, 2.54, 1.57], [4.14, 3.53, -0.17], [-1.26, 0.94, 2.24], [-3.17, 0.09, 4.14], [-5.89, -0.30, 3.32], [-4.65, 0.90, -1.26], [1.33, -2.01, -0.92], [2.76, -2.70, 1.03], [1.91, -1.48, 2.19], [-0.01, -2.98, 2.50], [-0.32, -3.08, 0.63], [2.03, -4.85, 0.79], [1.07, -5.32, 2.42], [-0.84, -5.48, 1.01], [-7.73, -3.69, -0.02], [-6.39, -4.39, -0.05], [-6.14, -5.01, 1.20], [-7.76, -2.94, 0.78], [-7.94, -3.20, -0.97], [-8.54, -4.40, 0.20], [-5.59, -3.67, -0.24], [-6.36, -5.15, -0.83], [-6.85, -5.66, 1.36], [5.82, 5.47, -2.68], [6.89, 4.41, -2.53], [6.28, 3.14, -2.37], [5.16, 5.49, -1.81], [6.27, 6.46, -2.80], [5.19, 5.27, -3.55], [7.50, 4.61, -1.64], [7.54, 4.38, -3.40], [5.75, 2.97, -3.16]]}

=====

No. 4
{"formula": "C14H22GaIN4O3", "method": "ωB97M-V/def2-TZVPD", "homo_lumo_gap_ev": [1.52, 2.72], "total_charge": -2, "energy_ev": -87446.589, "elements": ["C", "I", "H", "H", "H", "C", "C", "N", "C", "N", "H", "H", "C", "C", "N", "H", "N", "H", "Ga", "C", "O", "C", "C", "H", "H", "H", "C", "H", "H", "H", "C", "H", "H", "H", "C", "H", "H", "H", "C", "O", "C", "O", "H", "H", "H"], "xyz": [[2.11, 2.19, -2.87], [2.90, -0.39, -1.25], [3.22, 2.28, -2.55], [1.55, 2.93, -2.26], [1.91, 2.11, -3.95], [-0.43, -3.25, -1.95], [0.70, -3.61, -1.27], [0.92, -2.71, -0.29], [0.01, -1.63, -0.42], [-0.95, -2.13, -1.39], [-0.91, -3.82, -2.75], [1.25, -4.54, -1.39], [-0.81, 3.13, 1.84], [0.30, 1.56, 0.69], [-0.91, 2.18, 0.88], [0.92, 3.81, 2.98], [1.16, 2.23, 1.53], [-1.65, 3.78, 2.06], [0.56, 0.35, -0.78], [0.52, 1.22, -2.48], [-0.55, 1.58, -3.09], [0.46, 3.15, 2.27], [2.57, 1.87, 1.74], [2.72, 1.07, 2.48], [3.14, 2.77, 2.05], [3.00, 1.53, 0.78], [-2.21, 1.99, 0.19], [-2.73, 2.98, 0.30], [-2.84, 1.18, 0.65], [-2.06, 1.79, -0.89], [-2.10, -1.39, -1.92], [-2.49, -1.89, -2.83], [-1.79, -0.35, -2.19], [-2.92, -1.32, -1.18], [1.99, -2.71, 0.69], [2.25, -1.67, 0.93], [2.90, -3.22, 0.33], [1.65, -3.17, 1.63], [-2.62, -1.41, 2.22], [-1.83, -1.39, 1.01], [-0.50, -1.44, 1.00], [0.20, -1.31, 2.01], [-3.28, -0.53, 2.19], [-2.09, -1.53, 3.18], [-3.27, -2.29, 2.11]]}

=====

Repeat the first record exactly.
{"formula": "C4H10NOSe", "method": "ωB97M-V/def2-TZVPD", "e_above_lowest_kcal_mol": 24.0, "homo_lumo_gap_ev": 9.54, "total_charge": 1, "energy_ev": -73184.100, "elements": ["C", "C", "C", "C", "N", "O", "Se", "H", "H", "H", "H", "H", "H", "H", "H", "H", "H"], "xyz": [[0.09, -1.08, 0.22], [-0.41, 1.22, 2.12], [1.14, 1.02, -0.54], [-0.33, -0.21, -0.96], [-0.79, -0.94, -1.99], [0.93, -2.01, -0.37], [1.05, 0.33, 1.27], [-0.83, -1.60, 0.71], [-1.35, 1.13, 1.59], [-0.56, 1.07, 3.14], [-0.32, 2.40, 2.08], [0.98, 2.10, -0.64], [2.00, 0.67, -1.03], [-1.06, 0.66, -0.73], [1.13, -2.69, 0.24], [-0.18, -1.58, -2.58], [-1.48, -0.50, -2.53]]}

=====

What is the formula in the second record? C2H9N3O